A cluster of 3 separate species, C19H46B3IN6O7P2 in total. Source: OMol25; level of theory: the ωB97M-V functional and the def2-TZVPD basis.

The geometry in XYZ format:
```
84
Properties=species:S:1:pos:R:3:forces:R:3:lowdin_charge:R:1
C -5.3047 -6.7363 -3.8052 9.423 -0.798 3.661 0.039
C -4.0579 -6.9229 -3.1345 -7.367 1.754 -5.112 -0.076
C -2.4856 -6.9719 -2.5666 -0.740 -0.223 -0.054 -0.078
B -1.5300 -6.0498 -3.5918 0.345 0.695 -0.720 -0.348
O -0.6737 -6.6595 -4.6464 -1.178 4.117 0.280 0.089
B -0.2398 -5.6456 -5.6391 -1.629 0.171 0.531 -0.824
I 1.8025 -5.8311 -6.4830 -1.506 0.122 0.484 0.826
O -1.1410 -4.5161 -6.0311 1.019 -1.764 4.442 0.084
B -1.7756 -3.9425 -4.7917 0.454 -0.327 0.004 -0.341
C -2.7465 -2.6186 -4.9000 0.172 0.517 0.341 -0.034
C -3.0561 -1.8828 -3.4496 -2.241 -0.601 -0.521 -0.184
O -2.1124 -0.8071 -3.1059 1.869 -2.772 1.565 -0.109
C -0.9105 -1.3107 -2.4240 6.020 1.058 -3.197 -0.269
C -0.8482 -2.0675 -0.9718 -0.141 -0.088 0.924 -0.020
O 0.2791 -1.0881 -3.0480 -7.856 -1.276 3.931 -0.034
O -1.5740 -4.5618 -3.4357 -0.453 -2.521 -3.915 0.121
H -6.0957 -6.4621 -4.6563 2.108 -0.921 2.620 0.060
H -2.4091 -6.4797 -1.5027 -0.498 -1.021 -2.021 0.117
H -2.0798 -8.0849 -2.4988 -1.193 2.340 -0.223 0.125
H -3.7810 -2.9452 -5.3764 2.097 0.666 0.957 0.136
H -2.2558 -1.8188 -5.5997 -1.010 -1.495 1.189 0.135
H -4.1240 -1.3666 -3.5836 2.514 -0.864 0.434 0.142
H -3.1976 -2.6734 -2.5876 0.603 1.574 -1.654 0.138
H -0.9994 -3.2336 -1.0429 0.160 2.396 -0.322 0.086
H 0.2175 -1.9204 -0.4544 -2.305 -0.041 -1.602 0.104
H -1.6327 -1.6783 -0.1791 1.386 -0.617 -1.934 0.099
O 1.7257 -1.4115 2.2121 1.663 -0.875 -3.350 -0.326
P 3.2185 -1.2845 2.6034 -3.335 2.504 6.098 0.741
N 3.0382 -2.3209 3.9484 0.055 -1.578 1.482 -0.358
C 2.0735 -2.0476 5.0058 -0.191 0.299 0.073 -0.120
C 2.9082 -3.7294 3.5550 0.399 0.226 -0.133 -0.141
N 3.1405 0.3678 3.0018 -0.656 1.453 -1.010 -0.319
C 3.2228 0.9402 4.3327 0.977 0.060 0.023 -0.132
C 2.2381 1.1942 2.1950 -0.203 -0.263 -0.268 -0.143
N 4.9345 -1.1385 3.0533 1.625 -1.383 -2.011 -0.294
C 5.7801 -1.4343 1.8936 0.422 0.497 -0.183 -0.155
C 5.5680 -1.6835 4.2522 -0.271 -0.609 0.341 -0.133
H 2.1466 -2.8023 5.7999 0.096 -0.105 -0.328 0.084
H 1.0419 -2.0317 4.6426 -0.088 -0.002 0.043 0.084
H 2.2855 -1.1053 5.5084 -0.033 0.075 -0.210 0.054
H 3.6897 -3.9950 2.8349 -0.004 0.026 -0.101 0.073
H 1.9376 -3.9317 3.0894 -0.011 -0.017 -0.031 0.077
H 3.0331 -4.3978 4.4139 -0.014 0.216 0.029 0.080
H 2.2544 0.9186 4.8439 -0.088 -0.021 -0.049 0.080
H 3.5422 1.9888 4.2804 -0.103 -0.100 -0.129 0.084
H 3.9620 0.4486 4.9648 -0.070 -0.185 -0.084 0.062
H 1.2034 1.0991 2.5329 -0.172 0.045 -0.073 0.076
H 2.2859 0.9052 1.1410 -0.140 -0.010 0.247 0.074
H 2.5167 2.2520 2.2377 0.142 -0.162 0.203 0.080
H 5.7743 -2.5063 1.6679 0.236 0.009 -0.072 0.073
H 6.8137 -1.1103 2.0539 -0.107 -0.072 0.076 0.079
H 5.4135 -0.9009 1.0105 -0.127 -0.013 0.009 0.079
H 5.6542 -2.7759 4.2155 0.071 0.022 0.170 0.081
H 5.0420 -1.4043 5.1692 -0.152 -0.156 -0.361 0.069
H 6.5787 -1.2745 4.3641 -0.018 0.119 -0.500 0.088
O 0.0862 3.8004 0.5110 -1.786 -2.632 2.122 -0.315
P -1.4055 4.1052 0.2290 3.448 5.497 -3.453 0.743
N -1.1705 4.1027 -1.4622 -0.014 -0.254 -1.979 -0.354
C -0.2042 4.9835 -2.1055 0.204 0.293 0.130 -0.118
C -0.9925 2.7480 -1.9997 -0.375 0.001 0.190 -0.134
N -1.3848 5.6611 0.9170 0.582 0.711 1.848 -0.322
C -1.4727 6.9220 0.2041 -0.928 0.046 -0.017 -0.134
C -0.5238 5.8481 2.0882 0.192 -0.399 -0.036 -0.147
N -3.1203 4.4555 -0.0952 -1.618 -2.339 0.752 -0.296
C -3.9680 3.4974 0.6195 -0.427 0.279 0.402 -0.156
C -3.7187 4.7363 -1.3986 0.299 -0.282 -0.637 -0.132
H -0.2395 4.8647 -3.1965 -0.095 -0.292 0.205 0.085
H 0.8217 4.7989 -1.7741 0.081 0.023 -0.047 0.085
H -0.4454 6.0323 -1.9403 0.025 -0.055 0.209 0.053
H -1.7719 2.0822 -1.6138 -0.010 -0.058 0.083 0.070
H -0.0206 2.3266 -1.7211 -0.015 -0.035 -0.002 0.082
H -1.0819 2.7359 -3.0914 0.007 0.163 0.131 0.086
H -0.4982 7.2371 -0.1840 0.079 -0.040 0.018 0.080
H -1.8318 7.7159 0.8712 0.091 -0.144 0.047 0.082
H -2.1853 6.8986 -0.6201 0.085 -0.204 -0.029 0.063
H 0.5178 6.0010 1.7955 0.188 -0.019 0.072 0.077
H -0.5732 4.9775 2.7488 0.135 0.109 -0.216 0.071
H -0.8413 6.7079 2.6867 -0.196 0.037 -0.275 0.078
H -3.9247 2.5090 0.1489 -0.232 -0.048 0.053 0.073
H -5.0110 3.8287 0.6554 0.104 -0.007 -0.100 0.079
H -3.6321 3.3931 1.6564 0.128 -0.005 -0.005 0.077
H -3.7642 3.8444 -2.0347 -0.060 0.122 -0.123 0.082
H -3.1926 5.5266 -1.9409 0.156 -0.342 0.196 0.070
H -4.7425 5.1062 -1.2720 -0.001 -0.204 0.471 0.087
```
Positions in Å, forces in eV/Å.

Output
E_tot ... -2661.47612 Ha
Structure (SMILES) ... C#CCB1OB(I)OB(CCOC(C)=O)O1.CN(C)P(=O)(N(C)C)N(C)C.CN(C)P(=O)(N(C)C)N(C)C

=====

A cluster of 6 separate species, C19H46O17S5 in total. Source: OMol25; level of theory: the ωB97M-V functional and the def2-TZVPD basis.

The geometry in XYZ format:
```
87
Properties=species:S:1:pos:R:3:forces:R:3:lowdin_charge:R:1
O 3.0800 9.5526 -14.4873 0.598 1.036 -0.243 0.117
C 2.3978 8.5832 -14.4550 -0.476 -1.290 0.617 -0.492
O 2.7644 7.4167 -15.0392 0.358 -0.003 -0.124 0.010
C 1.9935 6.3198 -14.4569 0.229 0.834 -1.155 -0.120
C 0.6591 7.0088 -14.2079 -0.596 -1.932 1.240 -0.157
C 1.0557 8.3962 -13.7377 0.048 -0.544 -1.119 -0.051
H 2.6061 5.9782 -13.6281 -0.588 -0.052 0.437 0.096
H 1.9057 5.5140 -15.1823 0.167 0.119 -0.152 0.126
H 0.1291 6.3877 -13.4734 0.009 0.503 0.336 0.118
H -0.0046 6.9022 -15.0660 0.389 0.655 -0.366 0.118
H 1.1810 8.3733 -12.6580 0.040 0.477 -0.004 0.102
H 0.3924 9.1722 -14.1094 -0.100 0.175 0.480 0.129
O 5.4912 11.5051 -10.9789 -0.242 0.158 -0.152 -0.293
S 6.3638 11.0967 -12.0408 0.740 -1.315 0.698 0.577
O 6.4206 11.7692 -13.2844 -0.035 0.348 -0.287 -0.244
O 7.8592 11.0885 -11.4688 -0.212 0.700 -0.247 -0.256
C 8.0286 10.5011 -10.1699 0.228 -0.023 0.183 -0.265
C 9.3858 10.9044 -9.6559 0.846 0.214 -0.328 -0.073
C 6.2117 9.3406 -12.3025 -1.075 0.710 -0.714 -0.096
H 7.9752 9.4188 -10.3023 -0.010 -0.033 0.228 0.120
H 7.2257 10.8483 -9.5214 0.003 -0.159 0.040 0.089
H 10.1207 10.8257 -10.4639 -0.100 -0.273 0.001 0.082
H 9.7269 10.2707 -8.8358 -0.180 -0.041 0.020 0.074
H 9.4700 11.9463 -9.3437 -0.417 -0.008 0.086 0.085
H 7.0714 9.0340 -12.8888 0.179 -0.215 0.295 0.072
H 5.3263 9.2162 -12.9288 -0.095 -0.023 0.000 0.063
H 6.0185 8.8432 -11.3601 0.352 -0.163 0.058 0.064
O 6.1749 11.3511 -19.7648 0.175 0.191 -0.320 -0.262
S 6.1754 10.2015 -18.9338 -0.293 -0.705 1.280 0.565
O 6.6705 8.9312 -19.3520 0.165 -0.229 -0.672 -0.280
O 7.0079 10.5914 -17.6297 -0.602 0.295 0.009 -0.252
C 6.8156 9.7679 -16.4520 -0.096 -0.603 0.037 -0.263
C 8.1374 9.6940 -15.7242 0.823 0.647 -0.383 -0.058
C 4.5311 9.9157 -18.3023 0.723 0.654 0.707 -0.117
H 6.4670 8.7668 -16.7235 0.347 0.047 -0.317 0.112
H 6.0017 10.1761 -15.8604 0.057 0.426 0.177 0.109
H 8.9197 9.9775 -16.4352 -0.089 -0.254 -0.133 0.087
H 8.4042 8.6939 -15.3893 -0.253 0.035 0.291 0.079
H 8.2557 10.4577 -14.9542 -0.333 -0.287 0.306 0.068
H 4.3131 10.7298 -17.6080 -0.332 0.314 -0.525 0.078
H 4.5332 9.0483 -17.6519 -0.085 -0.469 -0.485 0.056
H 3.8936 9.8588 -19.1754 -0.278 -0.059 0.151 0.075
O 1.2535 6.3548 -10.3463 -0.694 -0.212 -0.021 -0.263
S 2.6598 6.4757 -10.4860 1.487 0.932 0.585 0.576
O 3.3878 5.7760 -11.4861 0.025 -0.311 -0.256 -0.267
O 3.0286 8.0145 -10.7490 -0.284 -0.584 -0.286 -0.274
C 2.2780 9.0280 -10.0798 0.267 1.426 0.653 -0.257
C 3.1099 9.7881 -9.0485 0.751 -0.570 0.174 -0.063
C 3.4645 6.2502 -8.8985 -0.858 0.179 0.136 -0.086
H 1.3552 8.6659 -9.6336 -0.036 -0.325 -0.217 0.120
H 2.0422 9.7994 -10.8134 -0.210 -0.419 -0.385 0.123
H 2.6312 10.7554 -8.9152 0.150 0.011 0.259 0.070
H 4.1391 9.9266 -9.3923 -0.238 0.380 -0.494 0.066
H 3.2864 9.2977 -8.0866 -0.693 -0.052 0.064 0.078
H 4.1077 5.3797 -8.9025 0.012 -0.062 -0.090 0.073
H 2.6537 6.1629 -8.1768 0.097 -0.272 0.083 0.074
H 3.9929 7.1653 -8.6571 0.310 -0.088 -0.159 0.053
O 3.3502 12.9152 -5.2227 -0.160 -0.127 0.153 -0.266
S 4.2860 13.3682 -6.1912 0.154 -0.544 -0.489 0.586
O 4.9853 14.5988 -6.0058 -0.005 0.227 -0.131 -0.278
O 5.3653 12.1882 -6.3216 -0.222 0.208 0.035 -0.254
C 6.5434 12.4815 -7.0891 0.695 -0.827 -0.683 -0.261
C 7.6911 11.6352 -6.5695 1.248 0.277 0.398 -0.058
C 3.5232 13.3048 -7.8247 0.302 0.540 0.828 -0.090
H 6.7565 13.5448 -7.0242 0.164 -0.009 0.112 0.114
H 6.4213 12.2316 -8.1533 -0.649 0.120 0.180 0.098
H 8.5344 11.5362 -7.2621 -0.312 0.667 -0.304 0.048
H 7.5404 10.5756 -6.3581 -0.901 0.211 0.293 0.089
H 8.1240 12.1418 -5.7027 -0.140 -0.417 0.215 0.086
H 3.5552 14.3158 -8.2204 -0.047 -0.030 -0.134 0.072
H 2.5028 12.9869 -7.6441 -0.042 -0.151 -0.225 0.064
H 4.1057 12.6225 -8.4317 -0.135 -0.065 -0.202 0.041
O 12.7308 7.0406 -8.0909 0.334 -0.294 -0.289 -0.252
S 12.8135 8.3667 -7.5985 0.416 0.887 -0.190 0.558
O 11.7630 8.8662 -6.7701 -0.307 0.280 0.143 -0.283
O 14.1950 8.5459 -6.8398 0.330 -0.951 0.174 -0.263
C 14.3032 9.5026 -5.7812 -0.433 1.030 0.160 -0.277
C 15.7211 9.5608 -5.2485 -0.277 -0.623 0.344 -0.059
C 13.1566 9.5690 -8.8827 -0.735 -0.037 1.344 -0.097
H 13.6304 9.2435 -4.9611 0.032 -0.248 -0.126 0.121
H 13.9171 10.4664 -6.1407 0.360 -0.021 -0.090 0.113
H 15.8335 8.6411 -4.6675 0.379 0.186 0.081 0.083
H 15.8065 10.4172 -4.5807 -0.032 -0.054 0.085 0.082
H 16.5449 9.6041 -5.9564 -0.313 0.083 -0.390 0.080
H 13.3137 10.4684 -8.2850 0.138 0.117 -0.205 0.061
H 12.2239 9.7192 -9.4176 0.287 -0.191 -0.607 0.052
H 14.0704 9.3013 -9.3934 -0.209 -0.134 -0.470 0.077
```
Positions in Å, forces in eV/Å.

Output
E_tot ... -4021.46374 Ha
Structure (SMILES) ... CCOS(C)(=O)=O.CCOS(C)(=O)=O.CCOS(C)(=O)=O.CCOS(C)(=O)=O.CCOS(C)(=O)=O.O=C1CCCO1

=====

Listing F_max for the structures above in their given order: 10.14 2.37 eV/Å.